1.
Computed, not measured: a 2-piece molecular cluster, C4H10O2 overall, with ωB97M-V/def2-TZVPD.

Atoms and positions in Å:
C  -0.12  -1.58  -0.27
C  -0.93  -0.70  -1.18
C  -2.16  -0.05  -0.73
O  -0.96  0.70  -0.89
H  0.95  -1.54  -0.54
H  -0.45  -2.62  -0.36
H  -0.21  -1.26  0.77
H  -0.83  -0.90  -2.25
H  -2.95  0.20  -1.44
H  -2.48  -0.19  0.30
C  2.02  1.32  0.22
O  0.94  1.14  1.10
H  2.37  0.38  -0.22
H  1.78  2.01  -0.60
H  2.85  1.75  0.79
H  0.14  1.08  0.54

Gap between HOMO and LUMO: 10.822 eV
SMILES: C[C@H]1CO1.CO
HOMO level: -9.80 eV

2.
Computed, not measured: a 2-piece molecular cluster, C4H10O2 overall, with ωB97M-V/def2-TZVPD.

Atoms and positions in Å:
C  -2.87  0.19  -1.08
C  -2.00  -0.80  -0.92
O  -1.31  -1.02  0.23
H  -3.37  0.19  -2.05
H  -2.93  1.02  -0.41
H  -1.84  -1.73  -1.50
H  -1.33  -0.28  0.83
C  2.89  0.28  -0.15
C  1.87  0.10  0.98
O  0.78  0.99  0.77
H  2.92  1.24  -0.66
H  3.89  0.17  0.30
H  2.78  -0.33  -1.05
H  2.29  0.31  1.96
H  1.48  -0.93  1.02
H  1.04  1.86  0.51

Gap between HOMO and LUMO: 9.645 eV
SMILES: C=CO.CCO
HOMO level: -8.75 eV

3.
Computed, not measured: a 2-piece molecular cluster, C4H10O2 overall, with ωB97M-V/def2-TZVPD.

Atoms and positions in Å:
C  -0.03  1.26  0.86
C  -0.46  0.20  0.20
C  -1.86  -0.34  0.22
O  0.28  -0.40  -0.96
C  1.34  0.34  -1.51
H  -0.68  1.75  1.56
H  0.98  1.65  0.79
H  -1.85  -1.39  -0.07
H  -2.47  0.20  -0.51
H  -2.29  -0.24  1.21
H  2.19  0.40  -0.81
H  1.03  1.36  -1.75
H  1.65  -0.17  -2.42
O  0.53  -1.83  1.19
H  0.94  -1.22  1.80
H  0.71  -1.57  0.20

Gap between HOMO and LUMO: 10.185 eV
SMILES: C=C(C)OC.O
HOMO level: -9.31 eV

4.
Computed, not measured: a single C4H10O2 molecule, with ωB97M-V/def2-TZVPD.

Atoms and positions in Å:
C  0.75  2.10  -0.85
O  -0.33  1.60  -0.09
C  -0.83  0.34  -0.52
C  0.15  -0.78  -0.12
C  -0.52  -2.14  -0.07
O  0.68  -0.49  1.16
H  1.32  1.30  -1.34
H  0.40  2.80  -1.61
H  1.42  2.63  -0.16
H  -1.02  0.33  -1.60
H  -1.78  0.21  0.01
H  0.97  -0.82  -0.86
H  0.22  -2.89  0.22
H  -0.95  -2.42  -1.03
H  -1.30  -2.12  0.70
H  0.58  0.47  1.27

Gap between HOMO and LUMO: 10.923 eV
SMILES: COC[C@H](C)O
HOMO level: -9.94 eV

5.
Computed, not measured: a single C4H10O2 molecule, with ωB97M-V/def2-TZVPD.

Atoms and positions in Å:
C  -1.22  -1.03  -0.47
C  -0.12  -0.08  -0.03
C  -0.51  1.38  0.02
O  0.37  -0.37  1.64
C  1.21  -0.37  -0.65
O  2.17  0.22  0.15
H  -0.86  -1.81  -1.16
H  -1.54  -1.52  0.44
H  -2.09  -0.55  -0.94
H  -0.95  1.76  -0.92
H  -1.26  1.48  0.80
H  0.39  1.96  0.25
H  0.29  0.40  2.24
H  1.34  -1.46  -0.77
H  1.09  0.02  -1.68
H  1.69  -0.03  1.09

Gap between HOMO and LUMO: 10.423 eV
SMILES: CC(C)(O)CO
HOMO level: -9.69 eV

6.
Computed, not measured: a 2-piece molecular cluster, C4H10O2 overall, with ωB97M-V/def2-TZVPD.

Atoms and positions in Å:
C  -1.87  -0.49  -1.06
C  -0.46  0.16  -1.07
C  -0.22  1.04  0.13
C  0.02  0.75  -2.36
O  0.63  1.78  -2.41
H  -1.89  -1.48  -0.60
H  -2.31  -0.60  -2.04
H  -2.44  0.14  -0.37
H  0.20  -0.72  -0.99
H  -0.34  0.60  1.12
H  -0.81  1.96  0.11
H  0.77  1.50  0.21
H  -0.06  0.11  -3.25
O  1.74  -2.47  5.08
H  1.85  -2.72  6.00
H  0.84  -2.29  4.95

Gap between HOMO and LUMO: 10.532 eV
SMILES: CC(C)C=O.O
HOMO level: -9.80 eV

7.
Computed, not measured: an isolated ion of composition C4H10O2P and charge -1, with ωB97M-V/def2-TZVPD.

Atoms and positions in Å:
C  -0.86  -2.14  1.12
C  0.49  -1.66  0.60
O  0.84  -0.48  1.23
P  0.10  1.13  0.97
O  1.15  2.06  1.46
C  0.21  0.88  -0.92
C  -0.18  2.24  -1.53
H  -1.37  -1.22  1.29
H  -0.71  -2.64  2.16
H  -1.25  -2.90  0.49
H  1.30  -2.29  0.82
H  0.24  -1.60  -0.47
H  1.34  0.71  -1.18
H  -0.59  0.15  -1.25
H  -1.18  2.23  -1.84
H  0.00  2.86  -0.66
H  0.47  2.68  -2.29

Total charge: -1
Gap between HOMO and LUMO: 6.654 eV
SMILES: CCOP([O-])CC
HOMO level: -2.56 eV

8.
Computed, not measured: C4H10O2Tm as an isolated structure, with ωB97M-V/def2-TZVPD.

Atoms and positions in Å:
O  -0.40  -1.90  1.98
C  -1.51  -1.42  1.22
C  -0.54  -0.44  1.70
O  0.41  0.01  0.85
C  1.55  0.60  1.46
Tm  1.28  -3.67  1.15
H  -2.48  -1.52  1.71
H  -1.50  -1.52  0.08
H  -0.73  0.13  2.62
H  -1.56  1.91  -0.02
H  2.17  1.00  0.65
H  1.24  1.41  2.14
H  2.12  -0.16  2.01
C  -1.60  2.62  -0.92
H  -1.02  3.50  -0.62
H  -1.14  2.19  -1.82
H  -2.63  2.94  -1.14

Total charge: +1
Gap between HOMO and LUMO (spin up / spin down): 6.789 / 7.508 eV
Multiplicity: 3
<S²>: 2.00
HOMO level (spin up / spin down): -10.18 / -12.18 eV

9.
Computed, not measured: C4H10O3 as an isolated structure, with ωB97M-V/def2-TZVPD.

Atoms and positions in Å:
C  -0.79  0.18  0.07
C  0.15  1.28  0.57
C  -0.33  1.94  1.96
O  0.62  2.64  2.60
C  -0.16  -0.70  -1.10
O  -0.42  -2.08  -0.85
H  -1.79  0.51  -0.18
H  -1.02  -0.63  0.81
H  1.19  0.91  0.54
H  0.03  2.06  -0.13
H  -1.21  2.58  1.71
H  -0.67  1.03  2.52
H  -0.75  -0.51  -2.00
H  0.90  -0.56  -1.21
H  0.57  -2.68  -1.31
H  2.24  -2.72  -2.11
O  1.46  -3.26  -1.91

Total charge: -2
Gap between HOMO and LUMO: 6.409 eV
HOMO level: 0.55 eV

10.
Computed, not measured: a 2-piece molecular cluster, C4H10O3 overall, with ωB97M-V/def2-TZVPD.

Atoms and positions in Å:
C  -1.21  -0.35  1.19
C  -0.65  0.58  0.17
O  -0.72  0.10  -1.17
C  0.83  1.06  0.42
C  1.27  2.02  -0.64
O  1.62  3.16  -0.42
H  -0.48  -1.12  1.47
H  -1.36  0.18  2.13
H  -2.17  -0.74  0.87
H  -1.28  1.49  0.15
H  -0.27  -0.77  -1.16
H  1.49  0.19  0.39
H  0.79  1.63  1.35
H  1.35  1.70  -1.68
O  0.08  -2.72  -1.05
H  -0.12  -3.40  -0.41
H  0.83  -3.02  -1.59

Gap between HOMO and LUMO: 9.726 eV
SMILES: C[C@H](O)CC=O.O
HOMO level: -9.42 eV

| no. | maximum force (hartree/bohr) | electronic energy (eV) |
| --- | --- | --- |
| 1 | 0.00891 | -8403.5229 |
| 2 | 0.03469 | -8403.5361 |
| 3 | 0.05370 | -8403.5261 |
| 4 | 0.00642 | -8404.4392 |
| 5 | 0.04988 | -8403.5575 |
| 6 | 0.03541 | -8404.3837 |
| 7 | 0.07747 | -17694.4501 |
| 8 | 0.04503 | -37924.0086 |
| 9 | 0.06358 | -10449.1982 |
| 10 | 0.03855 | -10452.0608 |